Molecular formula: C53H45BrCaCl3IN7OPS2Se
Method: DFT, ωB97M-V/def2-TZVPD

HOMO-LUMO gap = 0.217 hartree
Energy relative to the best compared isomer or geometry (same formula, charge and spin) = 1.324 eV
Calculated total energy = -298625.790 eV
E_HOMO = -6.51 eV

```
116
C53H45BrCaCl3IN7OPS2Se | the Open Molecules 2025 dataset | ωB97M-V/def2-TZVPD
Ca 0.91 -0.08 1.15
C -3.69 1.87 2.06
C -2.41 1.16 1.70
N -1.26 1.36 2.24
N -1.07 2.35 3.13
C 0.10 2.58 3.76
N 0.09 3.58 4.66
S 1.47 1.68 3.57
C -2.50 0.08 0.72
C -3.71 -0.22 0.08
C -3.77 -1.28 -0.81
C -2.63 -2.04 -1.02
C -1.47 -1.66 -0.36
N -1.40 -0.64 0.48
H -3.57 2.60 2.85
H -4.43 1.15 2.39
H -4.06 2.39 1.18
H -1.82 3.02 3.29
H -0.66 4.25 4.75
H 0.98 3.82 5.08
H -4.60 0.36 0.25
H -4.69 -1.53 -1.31
H -2.63 -2.89 -1.68
H -0.55 -2.23 -0.49
C 6.89 -3.01 3.93
C 6.59 -2.23 2.82
C 5.29 -1.84 2.60
C 4.27 -2.23 3.46
C 4.58 -2.97 4.59
C 5.89 -3.37 4.82
P 2.58 -1.74 2.93
C 1.53 -2.63 4.14
C 1.09 -1.89 5.24
C 0.27 -2.46 6.20
C -0.13 -3.78 6.06
C 0.27 -4.51 4.96
C 1.09 -3.94 4.00
C 2.48 -2.73 1.41
C 3.03 -4.00 1.26
C 2.88 -4.68 0.07
C 2.27 -4.04 -1.01
C 1.80 -2.74 -0.86
C 1.84 -2.05 0.35
H 7.90 -3.35 4.10
H 7.37 -1.95 2.13
H 5.04 -1.22 1.73
H 3.80 -3.25 5.29
H 6.12 -3.97 5.69
H 1.42 -0.86 5.35
H -0.06 -1.88 7.04
H -0.76 -4.24 6.81
H -0.06 -5.54 4.85
H 1.39 -4.52 3.14
H 3.58 -4.46 2.08
H 3.22 -5.70 -0.03
H 2.18 -4.55 -1.96
H 1.40 -2.25 -1.75
Cl -2.45 4.08 -8.96
C -1.44 3.64 -7.64
C -1.87 2.70 -6.72
C -1.02 2.34 -5.69
C 0.24 2.92 -5.54
C 1.11 2.49 -4.37
C 0.95 3.46 -3.18
N 1.53 2.87 -2.00
C 2.66 3.24 -1.35
C 2.79 2.38 -0.29
N 1.76 1.49 -0.31
C 1.02 1.81 -1.35
O 2.48 2.47 -4.68
C 2.97 1.36 -5.42
C 3.76 0.46 -4.52
C 4.83 0.90 -3.79
Cl 5.47 2.48 -3.81
S 5.52 -0.34 -2.80
C 4.36 -1.47 -3.38
C 3.50 -0.91 -4.27
C 0.63 3.89 -6.46
Cl 2.14 4.71 -6.33
C -0.20 4.24 -7.52
H -2.84 2.25 -6.81
H -1.34 1.60 -4.98
H 0.78 1.49 -4.04
H -0.11 3.66 -3.01
H 1.48 4.39 -3.41
H 3.27 4.07 -1.67
H 3.55 2.33 0.47
H 0.12 1.30 -1.64
H 3.62 1.76 -6.20
H 2.15 0.81 -5.89
H 4.39 -2.48 -3.01
H 2.71 -1.46 -4.75
H 0.14 4.97 -8.24
Se -1.86 3.18 -0.61
C -2.98 3.76 -2.02
C -4.09 3.01 -2.42
C -4.86 3.49 -3.46
N -4.61 4.62 -4.10
C -3.56 5.32 -3.71
C -2.72 4.95 -2.69
H -4.33 2.08 -1.93
H -5.73 2.95 -3.79
H -3.39 6.25 -4.26
H -1.89 5.57 -2.40
Br -3.85 -3.89 6.24
C -4.97 -3.37 4.81
C -6.30 -3.75 4.84
C -7.15 -3.40 3.80
C -6.66 -2.66 2.73
C -5.33 -2.28 2.70
C -4.47 -2.63 3.74
I -2.44 -2.02 3.67
H -6.66 -4.32 5.68
H -8.18 -3.70 3.84
H -7.30 -2.38 1.91
H -4.94 -1.72 1.87
```

These are the Mulliken partial charges, in e, on atoms 1 to 4: 1.585 -1.516 -0.481 1.030

=====

Molecular formula: C53H46ClN4O2P2SeV
Method: DFT, ωB97M-V/def2-TZVPD

HOMO-LUMO gap (spin up / spin down) = 0.299 / 0.310 hartree
Energy relative to the best compared isomer or geometry (same formula, charge and spin) = 0.007 eV
Charge = +1
Multiplicity = 4
Calculated total energy = -187897.942 eV
E_HOMO (spin up / spin down) = -10.02 / -10.54 eV

```
110
C53H46ClN4O2P2SeV | the Open Molecules 2025 dataset | ωB97M-V/def2-TZVPD
V 1.23 0.17 -1.26
C -2.31 -3.11 4.71
C -2.26 -2.10 3.56
C -3.58 -1.30 3.54
C -1.10 -1.13 3.74
C -0.67 -0.71 5.00
C 0.38 0.18 5.15
C 1.02 0.68 4.03
C 0.60 0.31 2.75
P 1.50 0.96 1.29
C 1.32 2.76 1.49
C 2.14 3.58 0.70
C 2.04 4.96 0.79
C 1.11 5.54 1.65
C 0.28 4.73 2.42
C 0.39 3.35 2.34
C 3.21 0.62 1.83
C 3.62 -0.71 1.73
C 4.88 -1.09 2.17
C 5.74 -0.14 2.70
C 5.34 1.19 2.79
C 4.07 1.56 2.36
C -0.46 -0.58 2.63
O -0.86 -0.92 1.36
C -1.41 -2.17 1.18
C -1.26 -2.76 -0.07
C -1.85 -3.99 -0.30
C -2.55 -4.64 0.70
C -2.66 -4.04 1.95
C -2.10 -2.80 2.22
P -0.37 -1.91 -1.42
C 0.65 -3.25 -2.11
C 1.41 -3.99 -1.20
C 2.32 -4.93 -1.64
C 2.48 -5.16 -3.00
C 1.74 -4.43 -3.91
C 0.83 -3.47 -3.47
C -1.79 -1.60 -2.52
C -2.21 -2.41 -3.58
C -3.33 -2.08 -4.32
C -4.06 -0.94 -4.01
C -3.68 -0.15 -2.94
C -2.55 -0.48 -2.20
H -2.47 -2.61 5.66
H -1.38 -3.68 4.77
H -3.14 -3.80 4.58
H -3.71 -0.76 4.48
H -4.43 -1.96 3.39
H -3.57 -0.56 2.73
H -1.15 -1.10 5.89
H 0.71 0.48 6.13
H 1.86 1.36 4.14
H 2.85 3.13 0.02
H 2.69 5.58 0.19
H 1.05 6.62 1.73
H -0.44 5.18 3.09
H -0.27 2.73 2.94
H 2.95 -1.45 1.30
H 5.19 -2.12 2.10
H 6.73 -0.43 3.04
H 6.01 1.93 3.20
H 3.77 2.60 2.44
H -1.75 -4.46 -1.28
H -3.01 -5.60 0.52
H -3.21 -4.56 2.72
H 1.29 -3.82 -0.13
H 2.90 -5.50 -0.92
H 3.19 -5.90 -3.35
H 1.87 -4.59 -4.98
H 0.30 -2.89 -4.20
H -1.68 -3.33 -3.81
H -3.64 -2.71 -5.14
H -4.94 -0.68 -4.59
H -4.26 0.73 -2.67
H -2.25 0.15 -1.37
C -1.20 5.42 -1.09
N -1.61 4.31 -0.26
C -1.31 3.01 -0.46
Se -0.28 2.32 -1.80
N -1.90 2.30 0.53
C -2.60 3.14 1.38
C -3.34 2.91 2.52
C -3.90 4.02 3.13
C -3.73 5.31 2.62
C -2.98 5.54 1.48
C -2.42 4.43 0.87
H -0.50 5.06 -1.84
H -0.72 6.17 -0.47
H -2.07 5.86 -1.59
H -1.79 1.30 0.61
H -3.49 1.91 2.92
H -4.49 3.89 4.03
H -4.18 6.15 3.13
H -2.84 6.53 1.08
Cl 3.46 0.92 -1.49
N 4.91 -1.78 -4.91
C 3.89 -1.67 -5.79
O 3.94 -2.09 -6.92
C 2.65 -0.99 -5.28
C 1.72 -0.53 -6.20
C 0.56 0.08 -5.74
C 0.37 0.21 -4.38
N 1.26 -0.25 -3.48
C 2.36 -0.84 -3.94
H 5.77 -2.18 -5.25
H 4.94 -1.27 -4.04
H 1.92 -0.66 -7.26
H -0.19 0.45 -6.42
H -0.52 0.67 -3.98
H 3.03 -1.24 -3.18
```

These are the Mulliken partial charges, in e, on atoms 1 to 4: 0.152 -2.349 1.793 -1.651